20
Properties=species:S:1:pos:R:3:mulliken_charge:R:1 method="wB97M-V/def2-TZVPD" relative_energy_kj_mol=71.02 homo_lumo_gap_ev=10.72 homo_energy_ev=-9.75 smiles=CCC[C@H](N)CO spin_multiplicity=1
O -0.04105 -0.03793 2.84130 -0.551
N -1.25886 -0.83925 0.57664 -0.738
C 1.29310 -0.64487 -2.42287 -1.144
C 0.03628 0.15232 -2.14929 -0.433
C -0.02652 -0.07369 0.40177 0.651
C -0.03208 0.84468 -0.81318 -0.795
C 0.21581 0.73996 1.67651 -0.930
H 0.76235 1.59766 -0.66763 0.356
H -0.87258 1.54989 -0.75259 0.338
H 2.15689 0.03372 -2.42739 0.285
H -0.09507 0.84023 -2.98058 0.327
H -0.79696 -0.56419 2.54699 0.384
H 0.77585 -0.79765 0.32952 0.205
H -2.09831 -0.27177 0.55130 0.213
H 1.27276 -1.13397 -3.39288 0.360
H -1.36792 -1.54596 -0.13671 0.236
H 1.21989 1.12934 1.70132 0.347
H 1.57159 -1.34031 -1.62803 0.302
H -0.85485 -0.47839 -2.21176 0.272
H -0.49191 1.57842 1.65969 0.316

---

125
Properties=species:S:1:pos:R:3:mulliken_charge:R:1 method="wB97M-V/def2-TZVPD" relative_energy_kj_mol=0.00 homo_lumo_gap_ev=7.60 homo_energy_ev=-8.18 spin_multiplicity=1
S 3.36419 -1.40226 4.51132 1.357
S -2.35981 4.08274 -3.23168 1.261
S -6.47681 -1.68726 2.69932 1.274
S 2.55219 -2.95126 -5.91168 1.147
S 2.93419 2.57674 1.94532 1.075
S 6.39219 1.26574 -2.01268 1.118
O 5.25119 0.51974 -1.57968 -0.420
O -3.72581 -0.19326 -1.14368 -0.492
O 1.27919 2.46274 1.87032 -0.296
O 1.91419 -1.65026 4.08632 -0.594
O -2.31081 -1.15426 0.92932 -0.244
O -3.43281 -2.59326 5.15732 -0.350
O -4.90581 -0.25926 -2.98268 -0.630
O -2.96081 4.85274 -2.20068 -0.651
O -1.14481 4.56174 -3.84268 -0.663
O 2.84819 -4.24726 -6.53468 -0.653
O -5.33981 -2.47026 2.22032 -0.545
O -6.40381 -0.65526 3.74032 -0.653
O 1.56919 -3.23126 -4.66568 -0.143
O -2.68281 -1.60926 6.89432 -0.372
O -7.25081 -0.81126 1.45132 -0.341
O 3.18119 3.31974 0.71232 -0.607
O 3.53119 1.32774 2.14532 -0.481
O 5.89819 2.63574 -2.83468 -0.362
O 3.76419 -0.28626 5.22232 -0.670
O 7.39019 1.70074 -1.13268 -0.652
O -3.91581 -3.49826 7.20732 -0.634
O -2.81181 -0.67926 -2.97668 -0.550
O 1.86919 -1.94926 -6.68968 -0.651
O -3.58081 4.10274 -4.44768 -0.354
O 3.42819 -2.37626 5.87332 -0.406
N 1.05919 -0.63026 -0.91068 1.207
N -3.84581 -0.53826 -2.36868 0.616
C 2.18419 -1.24026 -0.00968 -1.060
C -2.28581 2.45674 -2.75268 -1.272
C 4.45619 -2.04526 3.30232 -0.932
C -6.55781 0.14574 0.74132 0.527
C 0.61419 1.92374 2.98932 0.011
C 2.55619 -2.07226 6.91132 -0.312
C -2.49281 -0.63426 5.84532 -0.527
C -0.85881 2.21874 2.88132 -1.440
C 0.87819 -1.36226 -2.21768 -0.704
C -4.21381 4.29374 -6.76568 -1.152
C -7.84481 -2.77726 3.18732 -0.964
C -3.17981 3.89274 -5.70168 -0.030
C 3.94919 -2.26926 -5.28168 -0.660
C -0.15081 -0.33626 -0.11168 -0.472
C -3.40381 -2.60626 6.48732 0.634
C -7.35281 0.22574 -0.57968 -1.274
C -1.14781 -1.46526 0.13232 -1.064
C -2.68181 -1.58926 4.57232 0.268
C 3.41419 3.63874 3.26132 -1.264
C 7.09319 0.28974 -3.25468 -0.803
C 0.41419 -4.10626 -4.92668 -0.347
C -0.57981 -4.19026 -3.69668 -1.340
C 5.04719 3.55774 -2.08568 0.135
C 1.61219 0.60774 -1.32768 -0.798
C 2.70419 -3.17826 7.96832 -1.398
C 4.99719 4.86374 -2.78968 -1.389
H -3.83781 4.09474 -7.87268 0.299
H -0.62081 -2.34926 0.53232 0.302
H 3.67219 -3.44526 8.32432 0.380
H 0.18819 -0.68526 -2.92368 0.250
H 2.04119 -4.10126 7.75632 0.256
H -3.16581 2.03274 -2.60868 0.578
H -8.37881 0.49274 -0.33668 0.403
H -0.09181 -4.38726 -2.62768 0.271
H 4.89619 5.61074 -2.09968 0.404
H 4.21919 2.95874 -1.76068 0.092
H -3.13181 0.09374 5.99032 0.504
H -1.89981 1.98874 -3.61268 0.461
H 4.28319 -2.96326 3.14732 0.530
H 6.34219 -0.32926 -3.74368 0.073
H 1.87619 -1.52626 -2.61168 0.389
H 4.47719 3.45374 3.29532 0.440
H -1.38381 1.92074 3.89332 0.175
H 2.60419 -1.15726 7.28432 0.487
H -1.48181 -0.16226 5.81432 0.190
H 3.04419 4.52974 3.04832 0.432
H 4.67319 -2.97626 -4.94568 0.367
H 2.47219 0.57874 -1.96568 0.499
H 3.03719 -1.47126 -0.55668 0.356
H 0.65619 -5.14926 -4.98468 0.258
H 3.16219 3.06974 4.14132 0.408
H -0.19881 0.17874 0.62432 1.400
H -1.70581 -2.03926 4.46932 0.201
H -5.41381 -0.02126 0.60032 -0.278
H -0.04181 -3.69126 -5.79768 0.471
H -1.48981 -1.81226 -0.81868 0.387
H -1.61281 2.35174 -2.05168 0.299
H -5.14681 3.66074 -6.61768 0.273
H 7.85619 -0.36026 -2.91368 0.346
H 7.42219 1.08774 -3.94868 0.386
H -7.32381 -0.72726 -1.02768 0.339
H 5.57419 -2.08326 3.45232 0.358
H 3.30519 -1.63826 -4.62468 0.075
H -8.29381 -3.44626 2.38132 0.304
H 0.44619 -2.42226 -2.01768 -0.130
H 5.43219 3.77374 -1.18168 0.338
H 4.57119 4.75074 -3.68968 0.433
H -2.27581 4.50474 -5.87468 0.304
H 0.91319 0.79774 3.12332 0.084
H 2.39919 -2.93126 8.89432 0.520
H -7.33881 -3.33226 4.04732 0.356
H -8.65781 -2.12726 3.62332 0.317
H -1.06581 3.29974 2.61332 0.356
H 4.43519 -1.34426 -5.71368 0.386
H -0.76081 0.40674 -0.84668 -0.656
H -4.54581 5.30674 -6.82068 0.332
H -2.87881 -0.44726 0.54032 0.194
H 0.84519 2.46874 3.83032 0.706
H 1.78919 1.30774 -0.35068 -0.089
H 6.00319 5.16174 -3.19468 0.344
H 1.54519 -1.96826 6.53832 0.258
H -1.29581 -3.44326 -3.75168 0.323
H -2.90581 -0.85026 3.72632 0.086
H 4.34619 -1.47126 2.41532 0.184
H -1.19681 -4.97326 -3.83668 0.626
H 0.96119 1.35374 -1.76068 0.332
H -6.70581 0.97574 1.26232 0.367
H -1.37181 1.86374 2.12032 0.396
H 2.19619 -0.65126 0.89932 0.282
H 1.80019 -2.16626 0.31032 0.557
H -6.90281 0.96774 -1.39668 0.215
H -2.61181 2.83074 -5.79068 0.200

---

14
Properties=species:S:1:pos:R:3:mulliken_charge:R:1 method="wB97M-V/def2-TZVPD" relative_energy_kj_mol=326.65 homo_lumo_gap_ev=11.03 homo_energy_ev=-9.93 smiles=C1CC1[C@H]1CO1 spin_multiplicity=1
O -2.28774 0.24886 0.72878 -0.471
C -1.98277 -0.37942 -0.51279 -0.222
C 1.53766 -0.70450 0.67507 -0.584
C 0.29901 0.15171 0.86405 -0.027
C 1.30547 0.50406 -0.18532 -0.553
C -1.00277 0.43878 0.18832 -0.141
H -2.43001 0.07630 -1.39690 0.223
H -1.99592 -1.46397 -0.47618 0.248
H 0.39193 0.72230 1.78843 0.205
H 2.21356 -0.66327 1.52999 0.224
H -0.86735 1.44287 -0.24590 0.279
H 1.55246 -1.66616 0.16369 0.237
H 1.59351 1.54685 -0.18150 0.355
H 0.94642 0.18843 -1.16527 0.227

---

18
Properties=species:S:1:pos:R:3:mulliken_charge:R:1 method="wB97M-V/def2-TZVPD" relative_energy_kj_mol=98.30 homo_lumo_gap_ev=8.41 homo_energy_ev=-7.80 smiles="COC1=C(SC)C(=O)[C@H]1S" spin_multiplicity=1
S 2.40907 1.20850 0.53321 -0.225
S -2.36971 -0.58781 0.34786 -0.158
O -0.62043 2.46483 -0.81924 -0.506
O 0.82271 -1.76362 0.36036 -0.387
C 1.14584 0.57040 -0.71831 -0.072
C 0.40001 -0.58851 -0.09707 -0.070
C 2.01203 -2.26345 -0.16309 -0.558
C -3.04402 1.11820 0.45269 -0.832
C -0.83177 -0.03822 0.07309 0.265
C -0.19772 1.38710 -0.57740 0.239
H 2.70807 -1.34668 -0.30557 0.261
H -4.07231 1.08758 1.00688 0.311
H 1.78092 -2.78381 -1.12118 0.234
H -3.37999 1.52695 -0.61940 0.253
H 1.67700 0.30065 -1.65280 0.480
H 1.68858 0.84150 1.76723 0.187
H 2.29625 -2.92494 0.49338 0.286
H -2.42452 1.79134 1.03936 0.293

---

94
Properties=species:S:1:pos:R:3:mulliken_charge:R:1 method="wB97M-V/def2-TZVPD" relative_energy_kj_mol=0.00 homo_lumo_gap_ev=6.88 charge=+1 homo_energy_ev=-9.17 spin_multiplicity=1
Ba -0.31099 0.18270 0.61551 0.807
Br -0.84305 -3.34959 0.62563 -0.063
P -2.94580 -1.15113 2.12834 0.630
Si 1.17464 1.18295 3.76069 0.212
F -5.86747 -5.26474 3.27661 -0.275
F -5.33015 -2.64264 3.30638 -0.372
F -4.16433 -6.98085 2.04691 -0.273
F -1.93433 -6.07340 0.87266 -0.327
O -1.46891 -1.09288 -2.18164 0.216
O 1.09727 0.19186 -1.78817 0.422
O -0.79989 2.58238 -0.02465 0.832
O 2.17388 -1.04592 0.52309 0.305
N 0.44452 1.78256 2.31244 0.584
C -1.02147 4.84266 0.77672 -0.732
C 2.71268 -2.36019 0.62623 -1.194
C -5.12692 0.62852 -0.79750 -0.685
C 2.92191 -0.19753 -0.34221 -0.871
C -3.06582 -0.67572 3.87240 0.623
C 0.08769 3.10159 2.14233 0.533
C -4.47100 -3.45455 2.70000 0.409
C -5.55449 -0.00378 1.87730 -0.052
C -0.69750 3.52534 -4.05116 -0.698
C 0.41651 3.78093 -3.25888 -0.743
C -1.84598 2.99366 -3.48824 -0.580
C 2.97233 1.69124 3.94989 -1.215
C -4.33225 -0.32504 1.28168 0.096
C -2.99510 0.12892 6.53481 -0.459
C 1.19879 -0.71231 3.61590 -0.618
C 2.43037 -0.30055 -1.76447 -0.646
C -3.36101 0.64030 4.21436 -0.726
C -4.77088 -4.81152 2.69605 0.200
C -1.88757 2.70495 -2.12705 -0.349
C -0.76361 2.96224 -1.36088 0.123
C -2.69964 -1.57699 4.87075 -0.550
C -0.38909 -1.20045 -3.09946 -0.769
C -2.74572 -5.20471 1.46381 0.050
C -3.32650 -2.93870 2.10549 -0.461
C -6.54249 0.63112 1.14502 -0.792
C -2.38270 -2.16327 -2.38705 -0.934
C 0.44976 0.05318 -3.05290 -0.056
C 0.39531 3.50343 -1.90156 -0.060
C -3.33225 1.03594 5.54116 -0.798
C -0.80650 5.79930 1.76023 -0.823
C -0.56057 3.56040 0.97514 -0.811
C -2.67088 -1.17631 6.19622 -0.795
C -2.46545 -3.85250 1.48641 0.055
C -3.90107 -5.68771 2.07072 0.632
C -0.13742 5.42060 2.91258 -1.100
C 0.23327 1.64867 5.32561 -1.224
C 0.29242 4.11689 3.09466 -0.319
C -4.12898 0.00958 -0.05861 0.477
C -6.33347 0.94148 -0.19184 -0.795
H 2.07901 -1.05666 3.07832 0.030
H -2.79233 -2.12031 -3.40024 0.343
H -3.19138 -0.23381 -0.55197 0.056
H 0.80781 3.86987 4.01126 0.313
H 0.72979 2.43528 5.89183 0.465
H -0.77221 1.99644 5.09303 0.280
H 3.41936 1.21921 4.82579 0.390
H 0.32260 -1.17494 3.14856 -0.015
H -0.17076 0.94121 -3.18398 -0.412
H 3.75248 -2.31619 0.96055 0.367
H -3.19314 -2.05724 -1.66871 0.193
H 3.55970 1.39355 3.08040 0.267
H -2.77681 2.31217 -1.65344 0.325
H -2.39400 -1.88672 6.96277 0.439
H -3.61198 1.36909 3.45206 0.476
H 0.13203 0.79102 5.99177 0.439
H 0.05482 6.14767 3.68996 0.427
H -7.48265 0.88329 1.61496 0.464
H -1.89317 -3.12909 -2.23698 0.377
H 2.65758 -2.88938 -0.32948 0.283
H 1.23498 -1.13056 4.62108 0.543
H 2.46181 -1.33636 -2.12129 0.384
H 1.30452 4.20876 -3.70426 0.457
H -2.71864 2.81141 -4.10039 0.440
H 3.98626 -0.44354 -0.27684 0.482
H 2.12011 -2.88916 1.37022 0.321
H -1.53304 5.09235 -0.14371 0.519
H 3.08663 2.76882 4.06550 0.329
H -5.71914 -0.24059 2.91723 0.460
H 2.79678 0.82120 0.03447 0.171
H -2.43970 -2.59960 4.61951 0.444
H -0.67008 3.75367 -5.10692 0.425
H 1.24293 3.70983 -1.26215 0.578
H 0.21627 -2.08656 -2.85729 0.324
H -3.57001 2.05877 5.79780 0.430
H 3.06333 0.30709 -2.42344 0.363
H -7.11518 1.42887 -0.75870 0.407
H -2.97563 0.43902 7.56969 0.415
H -1.14993 6.81359 1.61831 0.424
H -4.96213 0.86507 -1.84093 0.562
H 1.19783 0.04562 -3.85008 0.466
H -0.77869 -1.34036 -4.11613 0.507

---

73
Properties=species:S:1:pos:R:3:mulliken_charge:R:1 method="wB97M-V/def2-TZVPD" homo_lumo_gap_ev=1.58 charge=+3 homo_energy_ev=-14.51 spin_multiplicity=1
S -9.00942 2.28253 4.07383 1.148
Si 5.22407 0.51051 -0.60714 -0.023
Al 8.27695 2.39595 -2.64891 0.643
Na 2.45888 -5.54048 0.03707 0.915
F -3.28984 1.66801 1.30239 -0.217
F -4.24863 -0.18088 1.89601 -0.213
F -2.10297 0.06105 2.32646 -0.227
F 1.66806 2.59512 -2.48021 -0.328
F 1.52594 1.50788 -4.40772 -0.328
O 2.10009 -3.23832 -3.38519 -0.435
O -0.35107 1.25433 -2.09161 -0.550
O -10.19412 1.46699 4.03982 -0.593
O -1.28860 -0.65418 -2.88705 -0.456
O -8.92193 3.47913 4.86724 -0.582
O -2.82128 -0.27443 0.18386 -0.239
O -1.82974 -0.98144 5.43116 -0.626
C 4.54013 -1.04679 0.27578 0.634
C -7.01812 2.48013 2.37815 -0.617
C 3.15996 -3.15266 0.14299 -0.156
C 4.26402 -2.48236 2.39370 -0.935
C 0.77973 0.39972 -2.31228 0.197
C -3.08715 0.31873 1.40510 0.918
C 3.72611 -1.98025 -0.51267 -0.222
C 4.81709 -1.30862 1.70088 -0.196
C 0.12682 -0.87484 -3.01877 0.414
C 0.68099 -1.42976 -4.37773 -0.378
C 3.32244 0.93008 -2.82333 -0.647
C 1.79963 1.32710 -3.07210 0.426
C 0.98632 -2.98451 -4.28359 -0.852
C 3.70933 1.41209 -1.36297 -0.267
C 5.88428 1.68858 0.76501 -1.065
C -6.75737 1.18627 3.15746 -0.352
C 3.42612 -3.38426 1.61348 0.032
C -1.53766 0.07531 -0.30906 -0.234
C -8.52990 2.67974 2.39269 -0.730
C -7.58614 1.24593 4.44469 -0.709
C 6.62256 0.14284 -1.86431 -0.671
B -1.50668 0.41170 -1.95739 0.426
H -0.15310 -1.33833 -5.13288 0.374
H -7.07379 0.32978 2.55552 0.290
H -8.83327 3.69690 2.15115 0.413
H 5.01095 2.25382 1.19162 0.302
H 2.52186 -3.86365 -0.47637 0.056
H -0.80404 -0.75079 -0.05089 0.157
H 6.16984 -0.24565 -2.81593 0.427
H -9.02833 1.97140 1.72923 0.375
H -5.69752 1.05646 3.38086 0.163
H 1.17920 0.03801 -1.32533 0.139
H -6.52505 3.31766 2.87932 0.351
H 6.42911 1.12819 1.56169 0.308
H 3.95834 1.47914 -3.56890 0.421
H 0.28058 -1.75725 -2.31746 0.008
H 1.61727 -0.94704 -4.74132 0.255
H 2.96862 -4.28442 2.10111 0.174
H -6.63438 2.42344 1.35736 0.321
H 2.89049 -3.23346 -3.94941 0.315
H -7.92918 0.25914 4.75130 0.373
H 7.34356 -0.60168 -1.42829 0.504
H 7.16315 1.13615 -2.06159 0.002
H -1.22306 1.01393 0.22794 0.448
H -2.49012 1.09822 -2.08974 0.181
H 3.44467 -0.17057 -2.99177 0.064
H 6.53115 2.46321 0.26643 0.297
H 2.81982 1.30685 -0.68366 0.321
H 1.34291 -3.28022 -5.30881 0.458
H 3.51352 -1.83995 -1.59667 0.144
H 3.95822 2.50852 -1.42110 0.497
H 4.46904 -2.63793 3.47786 0.418
H 0.07788 -3.58907 -4.04949 0.323
H 5.45665 -0.62609 2.31077 0.197
H -7.03199 1.71475 5.25771 0.391
H -2.65674 -1.21916 5.86692 0.332
H -2.08514 -0.81626 4.51708 0.298